Molecular formula: C24H25IrN5O10S2Sb
Method: DFT, ωB97M-V/def2-TZVPD

```
68
Properties=species:S:1:pos:R:3:lowdin_charge:R:1
Ir -0.542 0.158 -0.804 1.17
O -2.349 -3.570 -0.239 0.09
C -1.410 -2.856 -0.510 -0.61
O -1.070 -1.776 0.096 -0.26
C -0.409 -3.308 -1.570 -0.04
C -0.182 -4.654 -1.714 0.09
C 0.823 -5.103 -2.581 -0.14
C 1.629 -4.193 -3.231 0.09
C 1.408 -2.829 -3.097 -0.07
C 0.312 -2.328 -2.315 -0.27
O 0.006 -1.086 -2.368 -0.24
N 2.267 -1.943 -3.777 -0.31
O 2.229 -0.734 -3.500 0.01
O 3.022 -2.397 -4.623 0.09
N 1.014 -6.506 -2.814 -0.37
O 1.948 -6.836 -3.515 0.08
O 0.224 -7.277 -2.311 0.09
H -0.786 -5.365 -1.169 0.14
H 2.436 -4.528 -3.867 0.13
C 0.606 1.428 4.408 -0.19
C 1.642 1.092 3.355 -0.38
Sb 0.779 -0.173 1.776 1.58
C -0.318 -1.631 2.996 -0.37
C 0.555 -2.354 4.002 -0.17
C 2.449 -1.437 1.046 -0.39
C 3.708 -1.343 1.882 -0.20
H 1.001 2.198 5.067 0.08
H 0.340 0.555 5.002 0.06
H -0.293 1.834 3.947 0.05
H 2.489 0.563 3.785 0.05
H 1.980 2.003 2.869 0.03
H -0.748 -2.330 2.285 0.04
H -1.127 -1.086 3.480 0.06
H 1.349 -2.907 3.504 0.06
H -0.053 -3.070 4.553 0.08
H 0.999 -1.669 4.723 0.06
H 2.645 -1.143 0.014 0.04
H 2.039 -2.446 1.049 0.05
H 4.150 -0.352 1.805 0.07
H 4.441 -2.066 1.524 0.07
H 3.507 -1.563 2.929 0.06
S 0.400 2.081 -1.727 0.70
C -0.201 1.997 -3.327 -0.72
N 0.333 1.075 -4.199 0.10
C -0.012 1.093 -5.496 -0.03
C -0.911 2.016 -5.956 -0.02
C -1.459 2.898 -4.997 -0.08
N -1.098 2.876 -3.739 0.08
H 1.048 0.413 -3.843 0.08
H 0.440 0.348 -6.136 0.14
H -1.201 2.046 -6.991 0.11
H -2.200 3.638 -5.261 0.12
O 0.761 4.087 2.819 -0.29
S -0.045 4.033 1.634 0.64
O 0.377 4.831 0.526 -0.29
N -0.243 2.450 1.133 -0.16
C -1.514 2.180 0.988 -0.62
O -1.971 1.160 0.413 -0.17
C -2.446 3.173 1.559 -0.14
C -3.821 3.041 1.675 0.01
C -4.522 4.106 2.220 -0.06
C -3.865 5.265 2.616 -0.06
C -2.480 5.376 2.514 -0.03
C -1.789 4.311 1.988 -0.19
H -4.306 2.134 1.343 0.12
H -5.595 4.031 2.324 0.11
H -4.431 6.099 3.005 0.11
H -1.959 6.268 2.822 0.12
```

Summary:
Net charge: 0
Orbital gap (spin up / spin down) (eV): 6.074 / 6.782
E_LUMO (spin up / spin down) (eV): -1.19 / -2.29
Spin multiplicity: 5

=====

Molecular formula: C24H25N2O2PPt
Method: DFT, ωB97M-V/def2-TZVPD

```
55
Properties=species:S:1:pos:R:3:lowdin_charge:R:1
Pt -0.046 -0.028 0.412 1.11
O 1.218 -0.016 4.310 0.13
C 1.478 0.264 3.168 -0.68
O 1.535 -0.391 2.102 -0.13
C 1.897 1.869 3.034 -0.20
P 1.078 2.861 1.796 1.22
C 1.335 2.164 0.126 -0.43
C 0.665 2.765 -0.960 -0.10
C 1.129 2.596 -2.250 -0.07
C 2.260 1.826 -2.497 -0.03
C 2.918 1.205 -1.442 -0.05
C 2.486 1.389 -0.139 -0.11
C -0.708 2.846 2.140 -0.31
C -1.527 3.794 1.619 -0.04
C -2.957 3.727 1.763 -0.01
C -3.560 2.722 2.422 0.03
C -2.787 1.613 3.021 -0.18
C -1.257 1.717 2.903 -0.20
H 2.975 1.874 2.859 0.10
H 1.715 2.312 4.012 0.10
H -0.201 3.390 -0.785 0.10
H 0.624 3.093 -3.068 0.13
H 2.642 1.731 -3.505 0.13
H 3.803 0.611 -1.627 0.12
H 3.060 0.971 0.675 0.10
H -1.109 4.637 1.080 0.12
H -3.546 4.520 1.322 0.13
H -4.638 2.675 2.513 0.13
H -3.183 1.301 3.986 0.17
H -0.718 1.416 3.803 0.15
N -2.644 0.421 2.079 0.20
C -1.402 0.483 1.897 -0.22
C 1.108 -4.439 -1.911 0.02
N 0.946 -3.913 -0.529 -0.16
C 2.065 -3.006 -0.176 0.01
C -0.433 -3.304 -0.314 -0.07
C -0.881 -2.321 -1.376 -0.26
C -1.717 -2.795 -2.381 -0.04
C -2.204 -1.954 -3.371 -0.04
C -1.860 -0.614 -3.373 -0.05
C -1.031 -0.120 -2.373 -0.10
C -0.561 -0.945 -1.352 -0.24
H 2.072 -4.934 -2.004 0.11
H 1.053 -3.614 -2.616 0.11
H 0.317 -5.153 -2.133 0.12
H 1.000 -4.709 0.107 0.19
H 2.008 -2.114 -0.797 0.09
H 3.013 -3.509 -0.358 0.11
H 2.003 -2.726 0.873 0.10
H -0.444 -2.831 0.669 0.12
H -1.125 -4.144 -0.297 0.14
H -1.996 -3.843 -2.393 0.12
H -2.859 -2.347 -4.137 0.12
H -2.233 0.049 -4.143 0.12
H -0.778 0.931 -2.385 0.07
```

Summary:
Net charge: +2
Orbital gap (spin up / spin down) (eV): 7.342 / 5.344
E_LUMO (spin up / spin down) (eV): -6.25 / -9.23
Spin multiplicity: 5

=====

Molecular formula: C24H25N3O3Ti
Method: DFT, ωB97M-V/def2-TZVPD

```
56
Properties=species:S:1:pos:R:3:lowdin_charge:R:1
C -0.762 -4.008 -5.998 -0.02
C 0.083 -5.092 -6.234 -0.31
H -0.836 -3.255 -6.788 0.09
H -1.694 -4.113 -5.411 0.10
C 0.506 -5.928 -5.151 -0.30
C 0.641 -5.348 -3.904 0.02
H 1.295 -4.462 -3.793 0.09
H 0.418 -5.928 -3.001 0.07
C 0.477 -5.443 -7.643 -0.04
H 0.196 -4.644 -8.334 0.08
H -0.014 -6.366 -7.981 0.10
H 1.563 -5.570 -7.723 0.09
C 0.890 -7.379 -5.405 -0.04
H 1.835 -7.478 -5.968 0.10
H 0.104 -7.900 -5.976 0.09
H 1.029 -7.923 -4.457 0.08
Ti -0.463 -0.339 -0.336 1.10
O -0.300 -1.450 -1.836 -0.12
C -0.809 -2.567 -2.270 -0.28
O -1.694 -1.637 0.293 -0.03
C -2.045 -2.773 -0.187 -0.42
O -2.822 -3.566 0.457 0.15
N -1.648 -3.260 -1.395 0.10
C -3.099 -4.736 -0.409 -0.02
C -2.252 -4.574 -1.627 -0.06
H -4.166 -4.735 -0.626 0.15
H -2.858 -5.645 0.142 0.15
H -2.842 -4.592 -2.542 0.15
H -1.466 -5.330 -1.674 0.14
C -0.566 -3.066 -3.558 -0.14
C -0.008 -2.263 -4.523 0.11
H -1.011 -4.053 -3.689 0.05
H 0.088 -1.197 -4.259 0.10
H 0.533 -2.578 -5.433 0.09
C -2.733 3.144 -1.393 -0.01
C -2.181 1.872 -1.493 -0.04
N -1.229 1.469 -0.605 -0.04
C -0.818 2.311 0.408 -0.12
C -1.382 3.597 0.563 -0.12
C -2.349 3.999 -0.373 0.05
C -0.912 4.378 1.672 0.02
C 0.055 3.915 2.534 0.02
C 0.643 2.613 2.385 -0.12
C 1.631 2.079 3.232 0.05
C 2.088 0.787 3.029 0.00
C 1.587 0.023 1.973 -0.04
N 0.660 0.538 1.111 -0.03
C 0.180 1.821 1.306 -0.12
H -3.479 3.444 -2.130 0.13
H -2.450 1.143 -2.259 0.13
H -2.789 4.988 -0.284 0.14
H -1.336 5.377 1.795 0.13
H 0.411 4.545 3.354 0.14
H 2.014 2.686 4.050 0.14
H 2.837 0.346 3.686 0.13
H 1.903 -1.003 1.773 0.13
```

Summary:
Net charge: +2
Orbital gap (spin up / spin down) (eV): 5.449 / 5.642
E_LUMO (spin up / spin down) (eV): -6.77 / -6.66
Spin multiplicity: 3

=====

Molecular formula: C24H25N3O4
Method: DFT, ωB97M-V/def2-TZVPD

```
56
Properties=species:S:1:pos:R:3:lowdin_charge:R:1
C -1.069 1.126 4.088 -0.03
C 0.032 1.590 4.994 -0.20
C -0.227 2.187 6.214 -0.05
C 0.804 2.609 7.039 -0.09
C 2.113 2.434 6.638 -0.09
C 2.400 1.838 5.420 -0.02
C 1.367 1.415 4.598 -0.22
O 1.538 0.811 3.380 -0.07
C 2.838 0.652 2.865 -0.09
C 2.789 0.006 1.472 -0.44
O 3.798 -0.101 0.810 0.07
N 1.552 -0.407 1.130 0.15
C 1.111 -1.004 -0.056 -0.22
C -0.212 -1.420 -0.126 -0.02
C -0.725 -1.967 -1.284 -0.03
C 0.066 -2.112 -2.428 -0.22
N -0.425 -2.659 -3.614 -0.09
C 0.022 -2.111 -4.884 -0.12
C -1.029 -1.111 -5.432 -0.11
N -1.838 -0.647 -4.320 -0.04
C -1.325 0.389 -3.598 -0.39
O -0.377 1.037 -4.014 0.08
C -1.924 0.769 -2.308 -0.19
C -1.314 1.551 -1.360 0.01
C -2.224 1.662 -0.288 -0.05
C -3.325 0.952 -0.660 -0.10
O -3.156 0.407 -1.873 0.02
C -2.689 -1.706 -3.826 -0.11
C -1.828 -2.995 -3.699 -0.13
C 1.414 -1.753 -2.317 0.00
C 1.928 -1.201 -1.164 0.01
H -0.946 1.558 3.096 0.07
H -1.039 0.042 3.984 0.09
H -2.039 1.413 4.483 0.08
H -1.253 2.325 6.523 0.11
H 0.581 3.073 7.987 0.10
H 2.925 2.759 7.271 0.10
H 3.429 1.710 5.124 0.10
H 3.447 0.004 3.510 0.15
H 3.351 1.617 2.767 0.14
H 0.833 -0.242 1.824 0.13
H -0.859 -1.299 0.733 0.11
H -1.759 -2.269 -1.275 0.10
H 0.169 -2.934 -5.593 0.12
H 0.967 -1.593 -4.748 0.10
H -0.540 -0.251 -5.886 0.12
H -1.694 -1.581 -6.161 0.12
H -0.334 1.972 -1.439 0.12
H -2.085 2.201 0.626 0.10
H -4.261 0.768 -0.169 0.12
H -3.124 -1.423 -2.873 0.10
H -3.504 -1.862 -4.542 0.13
H -1.951 -3.619 -4.588 0.12
H -2.127 -3.588 -2.835 0.12
H 2.087 -1.911 -3.145 0.11
H 2.967 -0.920 -1.115 0.10
```

Summary:
SMILES string: Cc1ccccc1OCC(=O)Nc1ccc(N2CCN(C(=O)c3ccco3)CC2)cc1
Net charge: 0
Orbital gap (eV): 8.027
E_LUMO (eV): 0.62

=====

Molecular formula: C24H25N3O4S
Method: DFT, ωB97M-V/def2-TZVPD

```
57
Properties=species:S:1:pos:R:3:lowdin_charge:R:1
C 3.745 1.861 2.241 -0.10
O 3.398 0.506 2.375 -0.18
C 2.477 0.080 1.403 -0.20
C 2.169 -1.402 1.648 -0.09
N 1.210 -1.895 0.700 0.00
C 1.513 -2.390 -0.548 -0.28
C 2.911 -2.648 -0.985 -0.03
C 0.344 -2.609 -1.213 -0.01
C -0.722 -2.251 -0.340 -0.13
C -2.146 -2.267 -0.608 -0.43
O -3.001 -2.379 0.248 0.06
C -2.543 -2.015 -2.059 -0.33
S -3.207 -0.317 -2.088 1.05
C -1.731 0.581 -1.751 -0.55
N -0.628 0.090 -2.188 0.12
C 0.528 0.781 -1.972 -0.20
C 1.732 0.289 -2.488 -0.02
C 2.897 0.995 -2.298 -0.08
C 2.897 2.197 -1.588 -0.09
C 1.721 2.694 -1.075 -0.02
C 0.527 1.996 -1.266 -0.07
C -0.732 2.536 -0.766 -0.36
O -0.846 3.572 -0.146 0.09
N -1.856 1.758 -1.076 0.03
C -3.151 2.227 -0.595 -0.08
C -3.644 1.422 0.562 -0.29
C -4.752 0.641 0.714 -0.04
C -4.707 0.146 2.039 -0.05
C -3.576 0.659 2.590 -0.13
O -2.924 1.434 1.706 0.05
C -0.138 -1.822 0.845 -0.19
C -0.796 -1.319 2.076 0.00
H 4.231 2.051 1.276 0.08
H 2.863 2.507 2.321 0.09
H 4.437 2.085 3.050 0.09
H 2.892 0.218 0.392 0.11
H 1.552 0.675 1.461 0.13
H 1.781 -1.516 2.662 0.13
H 3.096 -1.973 1.570 0.13
H 3.510 -1.738 -0.962 0.07
H 2.904 -3.033 -2.000 0.08
H 3.389 -3.389 -0.343 0.08
H 0.250 -3.022 -2.197 0.11
H -3.379 -2.646 -2.355 0.09
H -1.717 -2.070 -2.761 0.06
H 1.714 -0.637 -3.039 0.11
H 3.824 0.619 -2.707 0.11
H 3.821 2.740 -1.454 0.10
H 1.688 3.627 -0.533 0.12
H -3.880 2.188 -1.406 0.12
H -2.985 3.265 -0.285 0.14
H -5.497 0.440 -0.027 0.11
H -5.414 -0.508 2.505 0.10
H -3.139 0.554 3.563 0.12
H -0.544 -0.274 2.264 0.08
H -1.872 -1.411 1.963 0.06
H -0.493 -1.905 2.944 0.09
```

Summary:
SMILES string: COCCn1c(C)cc(C(=O)CSc2nc3ccccc3c(=O)n2Cc2ccco2)c1C
Net charge: 0
Orbital gap (eV): 8.374
E_LUMO (eV): 0.44

=====

Molecular formula: C24H25N3O5S
Method: DFT, ωB97M-V/def2-TZVPD

```
58
Properties=species:S:1:pos:R:3:lowdin_charge:R:1
C -1.466 -3.766 -0.997 -0.06
C -2.620 -2.838 -0.645 -0.24
O -2.050 -1.629 -0.167 -0.06
C -2.785 -0.487 -0.052 -0.18
C -2.037 0.680 -0.020 0.06
C -2.629 1.933 0.135 -0.21
C -1.825 3.133 0.163 -0.09
N -0.566 3.078 -0.019 0.04
N 0.173 4.189 0.007 0.05
C 1.542 4.197 -0.130 -0.42
O 2.152 5.228 0.066 0.08
C 2.170 2.908 -0.497 -0.14
C 3.395 2.577 0.080 0.01
C 3.999 1.371 -0.195 -0.02
C 3.401 0.464 -1.074 -0.28
N 4.001 -0.779 -1.261 -0.20
C 3.588 -1.622 -2.357 -0.09
S 4.445 -1.575 0.179 0.71
O 5.638 -0.986 0.707 -0.28
O 4.469 -2.976 -0.118 -0.28
C 3.056 -1.173 1.237 -0.28
C 1.811 -1.650 0.879 -0.05
C 0.697 -1.243 1.593 -0.06
C 0.847 -0.365 2.656 -0.06
C 2.105 0.089 3.022 -0.06
C 3.220 -0.313 2.305 -0.06
C 2.217 0.832 -1.714 0.00
C 1.606 2.035 -1.420 -0.03
C -4.014 2.001 0.249 -0.04
C -4.773 0.847 0.217 -0.02
C -4.188 -0.407 0.079 -0.19
O -4.903 -1.574 0.079 -0.11
C -6.305 -1.514 0.180 -0.08
H -0.841 -3.312 -1.761 0.08
H -0.856 -3.955 -0.117 0.07
H -1.853 -4.710 -1.369 0.08
H -3.233 -2.642 -1.531 0.13
H -3.252 -3.293 0.125 0.12
H -0.965 0.611 -0.110 0.11
H -2.345 4.083 0.341 0.13
H -0.259 5.090 0.237 0.16
H 3.858 3.280 0.756 0.12
H 4.940 1.109 0.258 0.10
H 3.756 -1.098 -3.298 0.10
H 2.538 -1.925 -2.288 0.08
H 4.208 -2.514 -2.321 0.08
H 1.726 -2.336 0.050 0.11
H -0.283 -1.591 1.307 0.09
H -0.024 -0.035 3.202 0.11
H 2.217 0.764 3.856 0.11
H 4.212 0.027 2.555 0.12
H 1.757 0.177 -2.435 0.10
H 0.685 2.293 -1.919 0.11
H -4.505 2.956 0.363 0.11
H -5.844 0.931 0.314 0.10
H -6.641 -2.549 0.141 0.10
H -6.622 -1.067 1.128 0.10
H -6.746 -0.958 -0.653 0.10
```

Summary:
SMILES string: CCOc1cc(/C=N/NC(=O)c2ccc(N(C)S(=O)(=O)c3ccccc3)cc2)ccc1OC
Net charge: 0
Orbital gap (eV): 8.498
E_LUMO (eV): 0.34

=====

Molecular formula: C24H25N5O
Method: DFT, ωB97M-V/def2-TZVPD

```
55
Properties=species:S:1:pos:R:3:lowdin_charge:R:1
C -2.524 -5.527 1.971 -0.09
O -2.381 -4.140 1.790 -0.08
C -1.935 -3.683 0.587 -0.26
C -1.585 -4.488 -0.492 -0.02
C -1.155 -3.902 -1.671 -0.07
C -1.050 -2.531 -1.790 -0.05
C -1.380 -1.717 -0.707 -0.18
C -1.281 -0.262 -0.789 -0.20
N -2.245 0.502 -0.306 0.16
N -1.885 1.770 -0.517 -0.08
C -2.725 2.814 -0.124 -0.18
C -4.002 2.504 0.338 -0.02
C -4.856 3.513 0.735 -0.08
C -4.451 4.837 0.675 -0.10
C -3.180 5.145 0.220 -0.09
C -2.314 4.143 -0.178 -0.02
C -0.678 1.833 -1.133 0.00
C -0.243 0.543 -1.333 -0.13
C 1.093 0.141 -1.880 -0.13
N 2.125 -0.123 -0.890 -0.20
C 1.942 -1.357 -0.157 -0.07
C 2.522 1.013 -0.074 -0.31
C 1.774 1.195 1.255 -0.04
C 4.014 0.952 0.178 -0.23
C 4.866 0.197 -0.626 0.00
C 6.213 0.231 -0.310 -0.13
N 6.686 0.950 0.699 0.07
C 5.797 1.637 1.390 -0.21
N 4.494 1.675 1.185 0.13
C -1.832 -2.298 0.468 0.05
H -2.896 -5.655 2.987 0.09
H -3.244 -5.954 1.266 0.10
H -1.565 -6.048 1.871 0.09
H -1.651 -5.563 -0.432 0.10
H -0.902 -4.534 -2.510 0.11
H -0.743 -2.091 -2.726 0.11
H -4.296 1.467 0.376 0.10
H -5.845 3.266 1.092 0.10
H -5.121 5.625 0.984 0.10
H -2.856 6.174 0.176 0.10
H -1.324 4.402 -0.520 0.10
H -0.212 2.759 -1.400 0.12
H 1.001 -0.766 -2.481 0.11
H 1.463 0.943 -2.529 0.13
H 1.037 -1.377 0.463 0.08
H 1.880 -2.180 -0.869 0.09
H 2.810 -1.516 0.482 0.09
H 2.355 1.913 -0.681 0.15
H 0.700 1.224 1.090 0.07
H 2.092 2.126 1.713 0.07
H 2.004 0.383 1.939 0.08
H 4.476 -0.383 -1.445 0.11
H 6.947 -0.330 -0.876 0.11
H 6.173 2.232 2.213 0.11
H -2.107 -1.680 1.307 0.13
```

Summary:
SMILES string: COc1cccc(-c2nn(-c3ccccc3)cc2CN(C)[C@@H](C)c2ccncn2)c1
Net charge: 0
Orbital gap (eV): 8.915
E_LUMO (eV): 0.69

=====

Molecular formula: C24H25N5O6
Method: DFT, ωB97M-V/def2-TZVPD

```
60
Properties=species:S:1:pos:R:3:lowdin_charge:R:1
C 1.751 -1.068 4.921 -0.06
C 0.926 -2.186 4.293 -0.24
O 1.020 -2.183 2.875 -0.06
C 0.479 -1.093 2.234 -0.22
C 1.278 -0.421 1.318 0.07
C 0.783 0.626 0.562 -0.17
C 1.592 1.221 -0.570 -0.14
C 0.973 0.671 -1.825 -0.08
C 1.369 -0.440 -2.506 -0.24
C 2.517 -1.351 -2.259 0.01
N 0.547 -0.653 -3.587 0.06
N -0.506 0.238 -3.448 0.10
C -0.256 1.149 -2.440 -0.45
O -0.971 2.107 -2.205 0.03
C 1.597 2.718 -0.506 -0.06
C 1.719 3.629 -1.503 -0.23
C 1.853 3.471 -2.976 0.00
N 1.772 4.906 -0.975 0.04
N 1.495 4.779 0.384 0.08
C 1.526 3.446 0.757 -0.44
O 1.507 3.064 1.911 0.06
C -0.516 1.060 0.783 0.00
C -1.321 0.405 1.691 0.02
C -0.858 -0.706 2.383 -0.21
O -1.699 -1.500 3.154 -0.06
C -2.975 -1.730 2.587 -0.13
C -2.888 -1.949 1.097 -0.19
C -1.867 -2.753 0.591 0.01
C -1.660 -2.846 -0.767 0.03
C -2.499 -2.148 -1.632 -0.16
N -2.252 -2.186 -3.035 -0.34
O -1.218 -2.720 -3.418 0.03
O -3.057 -1.673 -3.787 0.08
C -3.557 -1.388 -1.145 0.03
C -3.742 -1.290 0.219 -0.01
H 1.383 -0.099 4.588 0.08
H 2.795 -1.159 4.628 0.08
H 1.680 -1.122 6.004 0.07
H -0.119 -2.105 4.607 0.11
H 1.315 -3.165 4.588 0.12
H 2.296 -0.760 1.199 0.13
H 2.624 0.856 -0.498 0.15
H 2.644 -2.032 -3.097 0.08
H 3.435 -0.784 -2.121 0.09
H 2.341 -1.932 -1.354 0.09
H 0.285 -1.604 -3.850 0.12
H -1.152 0.377 -4.210 0.16
H 0.867 3.479 -3.439 0.09
H 2.335 2.527 -3.215 0.09
H 2.440 4.291 -3.386 0.08
H 1.277 5.649 -1.456 0.15
H 1.748 5.532 1.004 0.15
H -0.907 1.892 0.220 0.12
H -2.335 0.742 1.839 0.12
H -3.349 -2.631 3.089 0.14
H -3.662 -0.904 2.813 0.13
H -1.215 -3.276 1.274 0.13
H -0.857 -3.443 -1.171 0.12
H -4.193 -0.861 -1.839 0.12
H -4.541 -0.676 0.606 0.12
```

Summary:
SMILES string: CCOc1cc(C(c2c(C)[nH][nH]c2=O)c2c(C)[nH][nH]c2=O)ccc1OCc1ccc([N+](=O)[O-])cc1
Net charge: 0
Orbital gap (eV): 6.960
E_LUMO (eV): -0.89

=====

| no. | maximum force (Eh/bohr) | total energy (hartree) |
| --- | --- | --- |
| 1 | 0.0314 | -3096.3863 |
| 2 | 0.0200 | -1649.3808 |
| 3 | 0.0638 | -2168.3879 |
| 4 | 0.0273 | -1394.7838 |
| 5 | 0.0188 | -1792.9807 |
| 6 | 0.0232 | -1868.1536 |
| 7 | 0.0196 | -1278.5519 |
| 8 | 0.0288 | -1654.6588 |